59
Properties=species:S:1:pos:R:3 method="wB97M-V/def2-TZVPD" e_lumo_ev=-3.90 molar_mass_da=489.52 multiplicity=1 orbital_gap_ha=0.223 max_force_ev_per_a=1.171 total_charge=+1 energy_ev=-44293.23620
Be 0.13185 0.18811 -0.26980
O 1.14734 6.66107 -1.19404
C -0.00187 6.21803 -1.14391
O -1.14054 6.68735 -1.16083
C -0.01385 4.62962 -0.90843
C -1.21227 3.93282 -0.89685
C -1.19472 2.55336 -0.78116
N -0.03028 1.88204 -0.69126
C 1.13226 2.55172 -0.75731
C 1.17869 3.92666 -0.87484
C 2.29330 1.65600 -0.73526
C 3.60452 2.09845 -0.84402
C 4.62926 1.17199 -0.88670
C 4.30925 -0.17774 -0.82032
C 2.98228 -0.53368 -0.68892
N 1.98164 0.35117 -0.64007
C -2.41621 1.71630 -0.77938
C -3.69492 2.25718 -0.82926
C -4.78296 1.40358 -0.88867
C -4.55793 0.03746 -0.93855
C -3.25337 -0.41632 -0.85170
N -2.20503 0.39494 -0.73430
H -2.12546 4.50901 -0.97730
H 2.09543 4.49759 -0.95336
H 3.80653 3.15834 -0.89942
H 5.65706 1.49543 -0.97812
H 5.07204 -0.94126 -0.86552
H 2.71334 -1.57893 -0.62219
H -3.82620 3.32995 -0.83223
H -5.79056 1.79620 -0.90412
H -5.37042 -0.66927 -1.02880
H -3.04938 -1.48008 -0.88662
N -0.84290 -6.60955 0.28732
C -0.02550 -5.90835 -0.53031
O 0.81879 -6.42499 -1.22811
C -0.17846 -4.40623 -0.54036
C -0.89233 -3.66092 0.39342
C -0.81989 -2.28337 0.35531
N -0.08456 -1.61000 -0.53988
C 0.51050 -2.32691 -1.50291
C 0.50032 -3.70555 -1.53114
H -0.75512 -7.61244 0.27719
H -1.58868 -6.20425 0.81880
H -1.48431 -4.12649 1.16899
H -1.37103 -1.68683 1.06963
H 1.01231 -1.76167 -2.27792
H 1.02724 -4.25680 -2.29762
C 1.64528 -1.52415 2.37023
C 0.71580 -0.36746 2.48937
N 0.12099 0.33737 1.53509
C -0.61123 1.32678 2.16998
C -0.46461 1.20741 3.51016
N 0.37678 0.13661 3.69132
H 1.92453 -1.69997 1.33801
H 1.18397 -2.43152 2.76367
H 2.55368 -1.33013 2.94157
H -1.17821 2.06113 1.62600
H -0.86140 1.77975 4.32946
H 0.69921 -0.21854 4.57600

---

86
Properties=species:S:1:pos:R:3 method="wB97M-V/def2-TZVPD" e_lumo_ev=1.65 molar_mass_da=1571.50 multiplicity=1 orbital_gap_ha=0.281 max_force_ev_per_a=6.161 total_charge=-1 energy_ev=-465736.53923
C -4.18648 -1.21149 2.04671
C -2.60784 -1.55680 1.61616
S -2.33144 -1.08296 -0.17874
O -2.23878 -2.27388 -1.16237
O -3.60494 -0.26254 -0.61667
N -0.97723 0.01887 -0.21681
S 0.37910 -0.62136 -1.11091
O 1.57824 0.36511 -0.85333
O 0.16042 -0.58933 -2.67198
C 0.96368 -2.31549 -0.56838
C 1.83251 -2.33303 0.82972
C 0.75943 -2.09737 2.05513
C 1.50237 -2.08183 3.52622
O 2.67725 -1.19272 3.57236
C 2.30003 0.20722 3.23439
H -4.36606 -1.36284 3.20827
H -4.89947 -1.88971 1.39365
H -4.45156 -0.06541 1.84410
H -2.28747 -2.64880 1.89217
H -1.95415 -0.81506 2.28492
H 1.71013 -2.69950 -1.41705
H 0.12953 -3.13115 -0.47953
H 2.23478 -3.45132 0.94466
H 2.72963 -1.56284 0.82133
H 0.23356 -1.06994 1.86177
H -0.02853 -2.97425 2.03454
H 0.67787 -1.76324 4.32529
H 1.87251 -3.18615 3.71946
H 1.37232 0.59282 3.84446
H 3.21065 0.89212 3.50243
H 2.10571 0.34794 2.06631
C 1.93131 3.08135 -3.58774
Cl 1.05248 3.69481 -4.99879
Cl 3.65426 2.89934 -3.95880
Cl 1.70455 4.15666 -2.19785
H 1.52839 2.09809 -3.33180
C 5.68404 5.57434 -2.01379
Cl 6.27699 7.23962 -1.89142
Cl 7.02537 4.45713 -2.31714
Cl 4.81245 5.11458 -0.54123
H 4.99054 5.51677 -2.85663
C 2.21780 1.40469 -7.67828
Cl 3.21449 -0.01356 -7.31096
Cl 2.88375 2.29209 -9.05973
Cl 0.54308 0.92222 -7.99769
H 2.22570 2.06590 -6.80800
C 6.76857 2.14002 1.28759
Cl 5.45085 1.77944 2.41602
Cl 8.18146 2.75982 2.15876
Cl 7.19810 0.69815 0.35164
H 6.42609 2.91177 0.59350
C 4.63883 -5.58651 0.44916
Cl 6.32172 -5.04582 0.57271
Cl 3.76570 -5.25136 1.95405
Cl 3.83422 -4.80708 -0.92364
H 4.63553 -6.66670 0.28232
C 9.73145 6.51823 2.84060
Cl 8.83245 5.73477 1.52998
Cl 8.65978 7.55653 3.79603
Cl 10.50700 5.30601 3.87429
H 10.51135 7.14298 2.39778
C -3.13878 0.12672 -9.21128
Cl -2.51258 -1.13980 -10.28065
Cl -4.91008 0.09596 -9.18135
Cl -2.48563 -0.06162 -7.57500
H -2.81769 1.09617 -9.60080
C -7.28222 1.06419 1.19856
Cl -6.65602 -0.20232 0.12919
Cl -9.05352 1.03343 1.22849
Cl -6.62907 0.87585 2.83484
H -6.96113 2.03364 0.80905
C -12.25207 2.27157 3.29890
Cl -12.22855 0.73420 2.41817
Cl -10.80249 2.43455 4.30464
Cl -12.38330 3.63231 2.17166
H -13.12778 2.28044 3.95289
C -12.89708 -2.37806 -0.57770
Cl -14.22560 -2.85704 0.49252
Cl -13.51887 -1.50613 -1.98925
Cl -11.71994 -1.38474 0.29817
H -12.39255 -3.28274 -0.92647
C 5.66911 -5.65063 5.62618
Cl 6.57950 -6.92429 6.45608
Cl 6.32134 -5.37760 4.00155
Cl 3.94913 -6.06825 5.54389
H 5.77180 -4.72516 6.19855

---

15
Properties=species:S:1:pos:R:3 method="wB97M-V/def2-TZVPD" e_lumo_ev=-0.03 molar_mass_da=90.07 multiplicity=1 orbital_gap_ha=0.365 max_force_ev_per_a=1.119 smiles=O.O.O.O.O energy_ev=-10399.79591
O 0.59402 -1.91833 0.59881
H 0.98702 -2.27937 1.40491
H 0.14162 -2.66499 0.19383
O 1.50497 2.19919 0.84175
H 1.85790 1.27541 0.79770
H 0.60513 2.23449 0.46981
O -3.37274 0.11593 -1.01711
H -3.33689 -0.79343 -0.70399
H -3.83141 0.06439 -1.86408
O -0.97745 1.32387 -0.37069
H -0.54352 0.73657 0.25340
H -1.66660 0.78746 -0.80272
O 2.77518 -0.17891 0.40070
H 2.93536 0.13437 -0.49769
H 2.32742 -1.03665 0.29536

---

52
Properties=species:S:1:pos:R:3 method="wB97M-V/def2-TZVPD" e_lumo_ev=-3.91 molar_mass_da=373.52 multiplicity=1 orbital_gap_ha=0.262 max_force_ev_per_a=1.486 total_charge=+1 energy_ev=-50878.52065
O -2.36438 -0.83343 -0.99484
S -1.51519 -1.13253 -2.10547
O -0.21248 -0.54665 -2.14705
C -1.25856 -2.90196 -2.19311
C -2.49659 -3.82307 -2.20000
S -1.84172 -5.55659 -2.07843
C -3.25865 -3.77805 -3.54707
N -4.46550 -2.85426 -3.59459
C -5.05530 -2.46785 -2.25374
C -4.75825 -3.52087 -1.22536
N -3.31584 -3.59786 -1.01152
H -2.15341 -0.77072 -3.25809
H -0.69570 -3.10223 -1.28019
H -0.59735 -3.11180 -3.03450
H -0.55707 -5.36359 -2.40268
H -2.56522 -3.43708 -4.31225
H -3.59061 -4.77577 -3.80967
H -5.19763 -3.34191 -4.10825
H -4.27573 -2.00661 -4.12658
H -4.72675 -1.47483 -1.95963
H -6.13474 -2.41459 -2.39522
H -5.24129 -4.47437 -1.47241
H -5.19919 -3.16901 -0.29298
H -3.14012 -4.37314 -0.38379
O 3.92763 -1.49324 3.89940
C 3.15814 -0.95121 3.15722
O 2.72012 -1.64739 2.07940
C 1.66289 -1.19506 1.23770
C 2.13510 -0.26364 0.14249
C 2.73353 0.48392 3.34106
H 0.86023 -0.75180 1.83070
H 1.26126 -2.11102 0.79826
H 2.55312 0.65739 0.54815
H 1.30047 -0.00986 -0.50880
H 2.91400 -0.74340 -0.45202
H 3.47437 1.13089 2.88468
H 2.70257 0.68030 4.41044
H 1.75565 0.71963 2.92934
O 3.09099 2.88275 1.55736
C 3.02201 4.08200 1.63478
O 3.90632 4.72156 2.41227
C 4.03942 6.14872 2.44047
C 3.06787 6.79058 3.40758
C 1.92574 4.86042 0.94694
H 3.95623 6.56079 1.43421
H 5.06200 6.32215 2.76903
H 2.03229 6.61851 3.11312
H 3.23651 7.86626 3.45431
H 3.20016 6.37229 4.40494
H 1.04711 4.86448 1.59110
H 1.67926 4.34765 0.02087
H 2.19226 5.88515 0.70236